{
  "formula": "H14O8Y2",
  "method": "ωB97M-V/def2-TZVPD",
  "species": ["Y", "Y", "O", "H", "O", "H", "O", "H", "H", "O", "H", "H", "O", "H", "H", "O", "H", "H", "O", "H", "H", "O", "H", "H"],
  "xyz": [[0.83, 3.04, 0.73], [1.66, -0.27, 2.48], [1.96, 1.99, 2.39], [2.33, 2.58, 3.07], [0.85, 0.75, 0.45], [0.21, 0.42, -0.19], [2.38, -0.08, -2.10], [3.22, 0.35, -1.89], [1.78, 0.10, -1.38], [-1.08, 2.61, -0.65], [-1.11, 2.37, -1.61], [-2.02, 2.59, -0.36], [1.16, -2.05, 0.74], [1.44, -2.75, 0.10], [0.28, -1.78, 0.41], [-1.86, -1.71, 0.09], [-1.73, -1.63, -0.91], [-2.34, -0.91, 0.33], [-1.78, -0.89, -2.57], [-2.04, -1.48, -3.31], [-0.92, -0.55, -2.86], [-0.69, -0.76, 2.38], [-1.45, -0.44, 2.91], [-1.08, -1.47, 1.77]],
  "lumo_energy_ha": -0.616,
  "orbital_gap_ev": 6.64,
  "multiplicity": 1,
  "charge": 4,
  "relative_energy_kcal_mol": 18.5
}

***

{
  "formula": "C28H57BO17S7",
  "method": "ωB97M-V/def2-TZVPD",
  "species": ["C", "C", "B", "O", "C", "C", "O", "S", "O", "O", "O", "H", "H", "H", "H", "H", "H", "H", "H", "H", "C", "C", "C", "S", "O", "O", "C", "H", "H", "H", "H", "H", "H", "H", "H", "C", "C", "C", "S", "O", "O", "C", "H", "H", "H", "H", "H", "H", "H", "H", "C", "C", "C", "S", "O", "O", "C", "H", "H", "H", "H", "H", "H", "H", "H", "C", "C", "C", "S", "O", "O", "C", "H", "H", "H", "H", "H", "H", "H", "H", "C", "C", "C", "S", "O", "O", "C", "H", "H", "H", "H", "H", "H", "H", "H", "C", "C", "C", "S", "O", "O", "C", "H", "H", "H", "H", "H", "H", "H", "H"],
  "xyz": [[5.48, -2.51, 2.71], [4.33, -3.02, 1.77], [3.05, -2.04, 1.72], [3.18, -0.64, 1.57], [1.60, -2.73, 1.89], [0.99, -2.38, 3.30], [-0.18, -3.23, 3.34], [-0.82, -2.95, 1.80], [-1.49, -4.09, 1.16], [-1.74, -1.83, 2.05], [0.52, -2.36, 0.97], [6.10, -3.39, 2.98], [6.10, -1.82, 2.12], [5.13, -2.08, 3.67], [4.75, -3.08, 0.73], [4.02, -4.05, 2.06], [2.42, -0.23, 1.98], [1.70, -3.83, 1.71], [0.59, -1.34, 3.28], [1.81, -2.61, 4.00], [6.71, -0.93, -3.75], [6.62, -2.45, -3.91], [7.34, -3.08, -2.71], [7.20, -1.90, -1.37], [8.52, -1.41, -1.05], [6.31, -2.43, -0.36], [6.35, -0.64, -2.30], [6.05, -0.40, -4.44], [7.73, -0.60, -3.95], [5.57, -2.75, -3.91], [7.05, -2.78, -4.85], [6.88, -4.01, -2.41], [8.40, -3.23, -2.92], [6.66, 0.35, -1.96], [5.28, -0.77, -2.13], [-4.07, -2.94, -0.63], [-4.77, -1.58, -0.80], [-5.32, -1.53, -2.23], [-5.64, -3.23, -2.71], [-4.75, -3.58, -3.79], [-7.07, -3.44, -2.79], [-5.03, -3.97, -1.20], [-3.83, -3.14, 0.41], [-3.13, -2.94, -1.20], [-5.58, -1.51, -0.09], [-4.09, -0.76, -0.62], [-6.25, -0.96, -2.28], [-4.59, -1.12, -2.93], [-4.55, -4.93, -1.43], [-5.88, -4.13, -0.54], [-4.35, 3.89, 1.64], [-2.92, 3.40, 1.41], [-2.99, 1.92, 1.03], [-4.59, 1.69, 0.25], [-5.39, 0.82, 1.08], [-4.39, 1.43, -1.16], [-5.16, 3.36, 0.46], [-4.40, 4.98, 1.70], [-4.74, 3.48, 2.57], [-2.47, 3.97, 0.59], [-2.30, 3.55, 2.29], [-2.21, 1.63, 0.34], [-2.96, 1.27, 1.91], [-6.23, 3.37, 0.63], [-4.92, 3.91, -0.46], [-1.99, 7.21, -3.54], [-2.11, 5.69, -3.72], [-1.41, 5.03, -2.52], [-1.54, 6.20, -1.17], [-0.22, 6.66, -0.82], [-2.45, 5.67, -0.17], [-2.36, 7.49, -2.09], [-2.64, 7.75, -4.23], [-0.96, 7.52, -3.73], [-3.16, 5.41, -3.73], [-1.67, 5.36, -4.66], [-1.89, 4.10, -2.24], [-0.35, 4.86, -2.72], [-2.03, 8.46, -1.74], [-3.44, 7.37, -1.93], [-6.92, 7.92, 5.41], [-7.58, 6.53, 5.44], [-6.94, 5.70, 4.33], [-5.29, 6.35, 4.10], [-5.20, 6.94, 2.78], [-4.33, 5.38, 4.57], [-5.42, 7.66, 5.30], [-7.16, 8.50, 6.30], [-7.27, 8.47, 4.54], [-7.39, 6.06, 6.41], [-8.66, 6.60, 5.32], [-6.88, 4.65, 4.59], [-7.48, 5.81, 3.39], [-4.86, 8.53, 4.96], [-5.01, 7.29, 6.24], [6.15, -8.51, -1.35], [7.09, -9.47, -2.07], [7.96, -8.64, -3.02], [8.07, -7.01, -2.29], [7.41, -6.07, -3.17], [9.42, -6.79, -1.82], [7.01, -7.34, -0.90], [5.64, -8.98, -0.51], [5.38, -8.16, -2.05], [7.73, -9.97, -1.33], [6.55, -10.25, -2.61], [8.96, -9.06, -3.13], [7.50, -8.54, -4.00], [6.44, -6.45, -0.65], [7.65, -7.62, -0.06]],
  "lumo_energy_ha": 0.006,
  "orbital_gap_ev": 9.65,
  "multiplicity": 1
}

***

{
  "formula": "C2H7N3",
  "method": "ωB97M-V/def2-TZVPD",
  "species": ["H", "N", "C", "N", "C", "N", "H", "H", "H", "H", "H", "H"],
  "xyz": [[0.97, -2.23, -0.45], [1.17, -1.97, 0.56], [0.86, -0.73, 0.69], [0.04, 0.09, -0.06], [-0.71, 1.16, 0.65], [-0.50, -0.17, -1.31], [1.40, -0.14, 1.41], [-0.50, 2.08, 0.02], [-0.39, 1.49, 1.63], [-1.77, 1.09, 0.56], [-0.38, 0.42, -2.13], [-0.17, -1.10, -1.56]],
  "lumo_energy_ha": 0.034,
  "orbital_gap_ev": 9.08,
  "multiplicity": 1,
  "smiles": "[H]/N=C\\N(C)N",
  "relative_energy_kcal_mol": 60.5
}

***

{
  "formula": "C3H3N3",
  "method": "ωB97M-V/def2-TZVPD",
  "species": ["C", "C", "C", "N", "N", "N", "H", "H", "H"],
  "xyz": [[1.44, 0.42, 0.56], [-0.58, -0.63, 0.77], [-1.13, -0.42, -0.48], [0.43, -0.28, 1.31], [0.98, 0.71, -0.63], [0.07, 0.16, -1.25], [2.29, 0.91, 1.14], [-1.58, -1.27, -0.98], [-1.92, 0.40, -0.44]],
  "lumo_energy_ha": [-0.027, -0.027],
  "orbital_gap_ev": [7.31, 7.30],
  "multiplicity": 1,
  "relative_energy_kcal_mol": 108.9
}

***

Going through the records in order, we get calculated total energy values of -685.4342 -5192.2399 -244.5789 -280.2072 Ha.